{
  "formula": "C20H40NOP3SYb",
  "method": "ωB97M-V with the def2-TZVPD basis set",
  "homo_energy_ev": [-16.3174, -16.3174],
  "charge": 3,
  "spin_multiplicity": 2,
  "de_lowest_kj_mol": 68.0,
  "elements": ["Yb", "P", "P", "P", "H", "C", "C", "H", "C", "C", "C", "C", "C", "C", "C", "C", "C", "H", "H", "H", "H", "H", "H", "H", "H", "H", "H", "H", "H", "H", "H", "H", "H", "H", "H", "H", "H", "H", "H", "H", "H", "H", "H", "H", "H", "H", "C", "C", "C", "C", "C", "C", "O", "H", "H", "H", "H", "H", "H", "S", "C", "C", "N", "C", "H", "H", "H"],
  "coordinates": [[-0.223215, 0.792287, 0.606087], [-2.544917, -0.017979, -0.531588], [-1.085595, 0.196316, 3.295295], [1.362522, 1.721345, -1.534357], [2.412324, -1.067481, 2.781652], [2.833769, -0.288494, 2.134149], [2.958498, 0.977182, 2.545392], [2.663213, 1.300516, 3.553880], [-2.359862, -1.799543, -0.913329], [-4.187997, -0.107805, 0.231028], [-2.942998, 0.571883, -2.224188], [0.034824, 0.323992, 4.737781], [-2.593928, 0.920173, 4.053677], [-1.528944, -1.586631, 3.456625], [3.137336, 2.119399, -1.341348], [0.831250, 2.931353, -2.801248], [1.609046, 0.312051, -2.674040], [3.151673, -0.602461, 1.134540], [3.413479, 1.752079, 1.913543], [-3.261105, -2.211741, -1.395437], [-2.103411, -2.401972, -0.013159], [-1.571209, -1.780651, -1.681445], [-4.915303, -0.560111, -0.468005], [-4.466041, 0.929922, 0.475224], [-4.098047, -0.719586, 1.144048], [-3.851501, 0.082593, -2.622378], [-2.092368, 0.372680, -2.899223], [-3.106012, 1.658688, -2.138336], [-0.235641, -0.478110, 5.439159], [-0.109249, 1.300626, 5.222718], [1.080308, 0.212588, 4.424775], [-2.870594, 0.324732, 4.932264], [-3.413542, 0.912574, 3.319939], [-2.379876, 1.951391, 4.362278], [-1.877434, -1.763827, 4.481546], [-0.648442, -2.211170, 3.251346], [-2.325635, -1.833471, 2.742387], [3.670330, 1.841485, -2.260413], [3.555164, 1.551213, -0.493728], [3.260708, 3.199230, -1.164547], [1.593680, 2.994194, -3.582936], [0.709234, 3.903799, -2.304220], [-0.120996, 2.590411, -3.240567], [2.261273, 0.609749, -3.499998], [0.657943, -0.059913, -3.077388], [2.087549, -0.477822, -2.085863], [1.394507, -3.052727, -2.640949], [0.868601, -4.283473, -3.040219], [1.779942, -5.296419, -3.432602], [3.169683, -5.093218, -3.358785], [3.665838, -3.809900, -3.180853], [2.759233, -2.746337, -2.947246], [0.674448, -2.233508, -1.788665], [-0.003989, -2.710164, -1.226183], [-0.221749, -4.354701, -2.986929], [1.377054, -6.236491, -3.802936], [3.854109, -5.945447, -3.491650], [4.747738, -3.634129, -3.198156], [3.132122, -1.715342, -3.032266], [-1.985394, 4.948522, 0.498009], [-1.520312, 5.033350, 2.188132], [-0.818286, 3.904561, 2.542144], [-0.646481, 2.971095, 1.508162], [-1.197088, 3.403525, 0.363728], [-1.790206, 5.874499, 2.829109], [-0.421433, 3.700364, 3.530306], [-1.188595, 2.890255, -0.623742]],
  "forces_ev_per_angstrom": [[1.1, 0.5, 1.6], [-1.8, -1.2, -1.2], [-0.5, -0.8, 1.1], [0.9, 0.1, -1.6], [0.3, 0.3, -0.2], [-0.5, 0.1, -0.1], [0.0, 0.2, -0.1], [0.2, -0.2, -0.5], [0.5, -0.2, -0.2], [0.0, 0.6, 0.4], [0.2, 0.3, 0.1], [0.3, 0.1, -0.1], [0.0, 0.2, -0.5], [0.1, 0.1, -0.3], [0.1, 0.2, 0.5], [-0.4, 0.2, 0.6], [-0.2, -0.4, 0.2], [0.1, 0.1, 0.3], [-0.2, -0.4, 0.3], [0.2, 0.2, 0.3], [-0.1, 0.3, -0.6], [-0.2, -0.5, 0.2], [0.4, 0.3, 0.4], [-0.3, -0.5, 0.1], [-0.3, 0.3, -0.2], [0.4, 0.3, 0.2], [-0.4, 0.2, 0.2], [-0.1, -0.3, -0.4], [0.2, 0.4, -0.1], [0.2, -0.3, -0.1], [-0.3, 0.0, 0.3], [0.0, 0.2, -0.2], [0.1, 0.1, 0.4], [-0.2, -0.2, -0.1], [0.0, -0.1, -0.3], [-0.3, 0.0, 0.1], [0.1, -0.1, 0.2], [-0.1, 0.2, 0.3], [0.0, 0.3, -0.3], [0.1, -0.4, 0.1], [-0.1, 0.1, 0.1], [-0.1, -0.1, -0.4], [0.3, 0.3, 0.1], [-0.1, 0.0, 0.1], [0.3, 0.0, 0.1], [-0.2, 0.3, -0.3], [-0.9, 0.2, 1.8], [0.9, -1.4, -0.5], [-2.9, 1.0, 0.2], [0.8, -0.5, 0.0], [-0.7, 1.7, 0.5], [2.1, -0.3, -0.5], [0.8, -1.3, -0.6], [0.9, 0.1, -1.3], [0.4, -0.6, -0.1], [0.1, 0.0, 0.3], [-0.4, 0.5, 0.0], [-0.6, 0.1, -0.2], [-0.2, -0.7, 0.5], [0.8, -0.8, 1.0], [0.2, -0.9, -0.6], [-0.5, 0.1, -1.2], [-0.5, 1.0, -1.0], [-0.4, 1.2, 1.2], [0.1, -0.3, -0.4], [0.0, 0.0, -0.2], [0.1, 0.3, 0.9]],
  "lowdin_charge": [0.898, 0.694, 0.705, 0.732, 0.056, -0.093, -0.056, 0.060, -0.288, -0.258, -0.255, -0.256, -0.258, -0.286, -0.252, -0.258, -0.315, 0.042, 0.058, 0.078, 0.059, 0.008, 0.075, 0.057, 0.045, 0.075, 0.041, 0.048, 0.064, 0.058, 0.005, 0.066, 0.038, 0.042, 0.059, 0.044, 0.024, 0.061, 0.028, 0.068, 0.067, 0.052, 0.051, 0.070, 0.047, 0.000, -0.201, 0.051, 0.050, 0.041, 0.015, 0.085, 0.026, 0.132, 0.147, 0.144, 0.158, 0.146, 0.122, 1.083, -0.304, -0.204, -0.178, -0.549, 0.099, 0.116, 0.025]
}

{
  "formula": "C20H40NP3S2Sn",
  "method": "ωB97M-V with the def2-TZVPD basis set",
  "homo_energy_ev": [-18.3816, -18.4359],
  "charge": 4,
  "de_lowest_kj_mol": 233.7,
  "elements": ["Sn", "P", "P", "P", "H", "C", "C", "H", "C", "C", "C", "C", "C", "C", "C", "C", "C", "H", "H", "H", "H", "H", "H", "H", "H", "H", "H", "H", "H", "H", "H", "H", "H", "H", "H", "H", "H", "H", "H", "H", "H", "H", "H", "H", "H", "H", "C", "C", "C", "C", "C", "C", "S", "H", "H", "H", "H", "H", "H", "S", "C", "C", "N", "C", "H", "H", "H"],
  "coordinates": [[-0.094787, -0.250918, 0.243305], [-2.634662, -1.071612, -0.902411], [0.073413, -2.803511, 1.092949], [0.780334, -0.440927, -2.149724], [-0.896214, 1.622612, 2.552758], [-0.688620, 2.153825, 1.607403], [-1.638443, 2.391936, 0.675149], [-2.695681, 2.227420, 0.852870], [-4.252331, -1.288052, -0.049445], [-2.587929, -2.720395, -1.717306], [-3.180676, -0.011904, -2.305384], [1.494309, -2.794229, 2.225484], [-1.153287, -3.821680, 1.995613], [0.617180, -3.929000, -0.234723], [0.585698, 1.156505, -2.967630], [0.342600, -1.667189, -3.371542], [2.533295, -0.706340, -1.830778], [0.374823, 2.413784, 1.505780], [-1.411491, 2.703392, -0.351054], [-4.645644, -0.311809, 0.258211], [-4.109057, -1.905288, 0.840743], [-4.987504, -1.773305, -0.710542], [-2.444905, -3.503504, -0.961545], [-1.774102, -2.785783, -2.450201], [-3.543830, -2.904234, -2.232931], [-3.469610, 0.974933, -1.915014], [-4.049546, -0.463226, -2.812246], [-2.371622, 0.131868, -3.037609], [1.803914, -3.833284, 2.407628], [1.222630, -2.318999, 3.179195], [2.322816, -2.233465, 1.771420], [-0.652747, -4.721726, 2.400192], [-1.953652, -4.126458, 1.304521], [-1.591606, -3.244545, 2.824141], [0.946839, -4.872672, 0.224827], [1.453840, -3.489142, -0.794869], [-0.208500, -4.137627, -0.926178], [1.483679, 1.270032, -3.593389], [0.533990, 1.982749, -2.250580], [-0.312836, 1.133655, -3.598712], [1.073357, -1.531793, -4.176494], [-0.664774, -1.475215, -3.753641], [0.429890, -2.684984, -2.969403], [3.084159, -0.234752, -2.658266], [2.749146, -1.781869, -1.790722], [2.819464, -0.237995, -0.887890], [3.517359, 3.793642, -0.108290], [4.904295, 3.626899, 0.111116], [5.770256, 4.737584, 0.148064], [5.268723, 6.021709, -0.057803], [3.900917, 6.199895, -0.274627], [3.033727, 5.098285, -0.308924], [2.455164, 2.379175, -0.287744], [2.115187, 1.908682, 0.981845], [5.266246, 2.629227, 0.322462], [6.839503, 4.615976, 0.357817], [5.964168, 6.874140, -0.044081], [3.494989, 7.200580, -0.424064], [1.966162, 5.247264, -0.443283], [-2.731084, -1.416953, 5.025781], [-3.950637, -0.517382, 4.183799], [-3.417464, -0.006914, 3.004360], [-2.075418, -0.296594, 2.814547], [-1.583395, -1.020769, 3.800319], [-4.962146, -0.409858, 4.513651], [-3.944968, 0.578434, 2.263409], [-0.542903, -1.328303, 3.859688]],
  "forces_ev_per_angstrom": [[-1.0, -0.7, 0.5], [-0.9, -0.3, -1.0], [0.3, -1.1, -0.3], [-0.1, -0.4, -0.2], [-0.1, 0.9, -0.5], [-0.6, 0.3, 0.0], [0.9, -0.1, 0.4], [0.1, -0.2, 0.1], [0.3, 0.4, 0.6], [0.5, -0.1, 0.1], [0.3, 0.3, 0.1], [0.0, 0.2, 0.0], [-0.2, 0.1, -0.1], [0.0, -0.1, 0.0], [0.2, 0.1, -0.2], [0.1, -0.2, -0.4], [0.2, 0.1, -0.2], [-0.8, 0.0, -0.3], [0.1, 0.4, 0.5], [0.0, -0.2, -0.1], [-0.1, -0.1, 0.0], [0.4, 0.2, 0.1], [-0.1, 0.1, -0.2], [-0.3, -0.1, 0.3], [0.3, 0.2, 0.2], [0.1, -0.2, -0.2], [0.3, 0.1, 0.2], [-0.3, -0.1, 0.2], [0.0, 0.3, 0.0], [0.3, -0.2, -0.2], [-0.1, -0.2, 0.2], [-0.2, 0.4, -0.2], [0.2, 0.0, 0.3], [0.1, -0.4, -0.3], [0.0, 0.2, -0.2], [-0.2, -0.2, 0.2], [0.2, 0.0, 0.2], [-0.4, 0.2, 0.0], [0.0, -0.2, -0.3], [0.3, 0.1, 0.1], [-0.2, -0.2, -0.1], [0.2, -0.1, -0.1], [0.0, 0.3, -0.2], [0.1, -0.3, 0.3], [0.0, 0.3, -0.1], [0.2, -0.1, -0.1], [-1.4, 1.8, 0.0], [1.6, 0.5, 0.6], [0.1, 0.1, 0.0], [2.4, -0.8, 0.4], [-1.8, 0.1, -0.4], [-0.4, -1.3, 0.1], [-0.4, -0.1, 0.4], [1.0, 0.8, -0.8], [0.2, 0.0, -0.1], [-0.5, -0.1, -0.2], [-0.5, -0.4, 0.0], [0.1, -0.2, 0.1], [0.2, 0.1, -0.1], [-1.8, 0.5, 0.5], [1.3, -1.6, 1.7], [2.9, 0.0, -1.2], [-1.2, 0.1, -0.3], [-1.0, 0.8, -0.6], [-0.5, -0.1, 0.4], [-0.1, 0.0, 0.1], [-0.1, 0.1, 0.1]],
  "lowdin_charge": [0.827, 0.742, 0.637, 0.589, 0.039, -0.215, -0.103, 0.054, -0.248, -0.243, -0.236, -0.248, -0.214, -0.236, -0.238, -0.231, -0.265, -0.009, 0.066, 0.045, 0.037, 0.082, 0.035, 0.022, 0.082, 0.058, 0.081, 0.029, 0.081, 0.042, 0.057, 0.089, 0.056, 0.011, 0.081, 0.040, 0.042, 0.079, 0.006, 0.064, 0.087, 0.053, 0.054, 0.081, 0.064, -0.011, -0.503, 0.025, 0.023, 0.060, 0.077, -0.028, 0.837, -0.080, 0.132, 0.148, 0.162, 0.157, 0.126, 1.220, -0.158, -0.075, -0.011, -0.370, 0.120, 0.129, 0.091]
}

{
  "formula": "C20H40O3SSiTi",
  "method": "ωB97M-V with the def2-TZVPD basis set",
  "homo_energy_ev": [-4.4845, -7.7213],
  "spin_multiplicity": 3,
  "de_lowest_kj_mol": 254.8,
  "elements": ["C", "C", "C", "H", "C", "H", "H", "H", "C", "H", "H", "C", "H", "H", "C", "H", "H", "C", "H", "H", "Ti", "H", "C", "C", "C", "C", "O", "Si", "S", "O", "C", "C", "C", "C", "O", "C", "C", "C", "C", "H", "H", "H", "H", "H", "H", "H", "H", "H", "H", "H", "H", "H", "H", "H", "H", "H", "H", "H", "H", "H", "H", "H", "H", "H", "H", "H"],
  "coordinates": [[1.509991, -0.927011, 1.011232], [1.207092, -0.337851, -2.177968], [0.317001, -1.560921, 0.011350], [2.091316, -1.787908, 1.374391], [0.585403, -1.553358, -2.752924], [1.234936, 0.510485, -2.867746], [-0.522375, -1.806274, 0.682918], [0.313386, -1.524031, -3.809435], [0.807076, -2.884883, -0.598556], [0.139284, -3.701730, -0.276683], [1.787190, -3.157592, -0.181113], [2.357808, 0.019828, 0.163930], [3.357443, 0.078525, 0.625093], [1.943266, 1.040091, 0.222142], [2.491256, -0.376432, -1.327738], [2.983998, -1.355950, -1.405890], [3.197526, 0.335957, -1.782871], [0.898736, -2.905878, -2.150049], [1.914508, -3.229244, -2.437930], [0.226886, -3.682587, -2.553167], [-0.494615, -0.698350, -1.527540], [2.193897, -0.473894, 2.682400], [-0.072405, 2.678496, -2.561683], [-0.445055, 2.860013, -1.117302], [0.609819, 3.450153, -0.235868], [-1.856766, 3.303296, -0.895763], [-0.518464, 1.043565, -0.422636], [-0.862114, 0.780686, 1.173757], [0.792510, -0.025080, 2.528120], [-1.319952, 2.177182, 1.880111], [-1.695095, 2.571035, 3.263412], [-2.069125, 1.343062, 4.079276], [-0.502911, 3.297884, 3.869389], [-2.884034, 3.506263, 3.124949], [-2.097677, -0.303919, 1.304392], [-3.322404, -0.529428, 0.478732], [-4.023486, -1.693873, 1.161419], [-4.175561, 0.727613, 0.502343], [-2.938452, -0.909117, -0.957498], [-0.188730, 3.621797, -3.125554], [-0.718878, 1.934230, -3.051604], [0.975841, 2.377167, -2.659804], [0.802217, 4.505256, -0.497587], [0.304072, 3.428300, 0.815414], [1.556429, 2.908811, -0.342335], [-2.548571, 2.675972, -1.470350], [-2.116851, 3.270166, 0.165939], [-2.009849, 4.344178, -1.230554], [-1.214414, 0.669204, 4.214641], [-2.398186, 1.675499, 5.074701], [-2.898845, 0.792455, 3.616229], [-0.223625, 4.164677, 3.255102], [-0.774806, 3.663438, 4.869399], [0.363421, 2.631871, 3.968391], [-2.629392, 4.387514, 2.521205], [-3.743288, 2.994869, 2.668222], [-3.188280, 3.853885, 4.122584], [-4.239149, -1.468751, 2.213749], [-4.975800, -1.911107, 0.659398], [-3.404310, -2.599121, 1.116179], [-3.679196, 1.562428, -0.012973], [-5.122375, 0.527972, -0.022111], [-4.417515, 1.025127, 1.532214], [-2.485155, -0.019855, -1.493202], [-2.289664, -1.825289, -0.954101], [-3.835089, -1.175333, -1.534009]],
  "forces_ev_per_angstrom": [[-2.6, -0.8, -2.8], [3.4, 0.2, -1.1], [2.1, -1.0, 3.6], [-0.3, 0.3, 0.1], [1.9, -1.5, -3.1], [-0.2, -0.4, 0.0], [0.2, 0.0, 0.0], [0.3, -0.1, -0.1], [0.1, -0.9, 0.2], [0.2, 0.2, -0.1], [-0.2, 0.1, -0.1], [0.3, 0.3, 0.1], [-0.1, 0.0, -0.2], [0.1, -0.5, 0.0], [0.2, 0.2, 0.0], [-0.2, 0.1, 0.0], [0.0, -0.2, 0.2], [0.5, -0.5, -0.3], [-0.2, 0.0, 0.1], [0.1, 0.3, 0.0], [-4.9, 3.6, 3.1], [0.8, 0.6, 1.7], [0.2, 0.3, 0.6], [0.1, 1.4, -0.8], [0.0, 0.1, 0.0], [0.1, 0.3, 0.1], [-0.4, -0.8, 1.0], [-0.2, 0.2, -0.6], [0.6, -0.8, -1.6], [-0.3, 0.6, 1.0], [0.4, -0.5, -1.1], [-0.2, 0.0, 0.3], [0.1, 0.1, 0.1], [-0.2, 0.2, 0.1], [-1.6, -0.5, -0.8], [1.3, 0.3, 1.2], [-0.2, -0.3, -0.1], [-0.3, 0.1, -0.3], [-0.2, -0.1, -0.2], [-0.1, -0.2, 0.2], [0.0, -0.2, 0.0], [-0.2, 0.1, 0.0], [0.0, -0.2, 0.0], [0.1, 0.0, -0.2], [-0.1, 0.1, 0.0], [0.0, 0.0, 0.0], [0.0, 0.0, -0.2], [0.1, -0.2, -0.1], [-0.2, 0.1, -0.1], [0.1, -0.1, -0.2], [0.3, 0.1, 0.1], [-0.1, -0.2, 0.1], [0.1, -0.1, -0.2], [-0.2, 0.1, -0.1], [0.0, -0.2, 0.1], [0.3, 0.1, 0.1], [0.0, -0.1, -0.2], [0.2, 0.0, -0.3], [0.2, 0.0, 0.1], [-0.1, 0.2, 0.1], [-0.1, -0.3, 0.3], [0.2, 0.1, 0.1], [0.2, -0.1, -0.3], [-0.5, -0.6, 0.3], [-0.6, 0.5, 0.1], [0.2, 0.1, 0.1]],
  "lowdin_charge": [-0.547, -0.328, -0.338, 0.084, -0.361, 0.086, 0.077, 0.098, -0.205, 0.107, 0.106, -0.234, 0.113, 0.073, -0.153, 0.112, 0.111, -0.212, 0.107, 0.105, 0.884, -0.058, -0.073, -0.431, -0.054, -0.070, -0.332, 0.095, 0.731, -0.197, -0.608, -0.044, -0.032, -0.031, -0.183, -0.578, -0.024, -0.012, -0.049, 0.097, 0.067, 0.071, 0.094, 0.067, 0.076, 0.074, 0.059, 0.095, 0.053, 0.096, 0.081, 0.090, 0.092, 0.075, 0.092, 0.078, 0.092, 0.095, 0.092, 0.094, 0.070, 0.098, 0.088, 0.071, 0.095, 0.113]
}